H28O14 | the ωB97M-V functional and the def2-TZVPD basis

Properties
Energy relative to the best compared isomer or geometry (same formula, charge and spin) (kcal per mole): 57.7
Maximum force (hartree/bohr): 0.03607
Gap between HOMO and LUMO (eV): 10.40

Geometry (Å):
1 O 2.225 1.113 3.517
2 H 2.185 0.636 4.349
3 H 2.655 0.611 2.822
4 O 1.205 -1.634 0.786
5 H 0.339 -1.419 0.421
6 H 1.848 -0.955 0.564
7 O -1.476 0.868 0.213
8 H -2.389 1.125 -0.017
9 H -1.431 1.299 1.075
10 O -1.897 2.359 -2.720
11 H -1.391 3.085 -2.331
12 H -1.735 2.314 -3.667
13 O -0.737 -0.105 -2.429
14 H -0.535 0.306 -1.571
15 H -1.030 0.673 -2.963
16 O 0.800 1.372 -3.864
17 H 0.597 0.469 -3.574
18 H 0.995 1.343 -4.806
19 O -0.056 3.682 1.571
20 H -0.731 3.067 1.871
21 H 0.721 3.333 2.029
22 O -4.181 1.316 0.994
23 H -3.984 0.679 1.679
24 H -5.029 1.750 0.954
25 O 3.686 2.902 -0.990
26 H 3.326 3.593 -0.418
27 H 4.434 2.540 -0.497
28 O 3.958 -2.484 2.063
29 H 4.159 -2.849 1.187
30 H 2.997 -2.581 2.010
31 O -0.222 -0.974 4.421
32 H 0.373 -1.332 3.755
33 H -0.070 -0.023 4.515
34 O -1.266 -3.713 -2.134
35 H -1.473 -2.778 -2.006
36 H -0.406 -3.847 -1.726
37 O 1.523 -4.506 0.428
38 H 1.613 -3.586 0.040
39 H 0.687 -4.536 0.906
40 O -3.402 -1.376 -2.288
41 H -4.070 -1.091 -1.662
42 H -2.813 -0.644 -2.508

***

C2H11NO3 | the ωB97M-V functional and the def2-TZVPD basis

Properties
Energy relative to the best compared isomer or geometry (same formula, charge and spin) (kcal per mole): 18.2
Maximum force (hartree/bohr): 0.03880
SMILES: CNCO.O.O
Gap between HOMO and LUMO (eV): 9.47

Geometry (Å):
1 C 1.557 0.798 1.920
2 N 0.747 0.454 0.763
3 C -0.323 -0.437 0.998
4 O -0.476 -1.547 0.091
5 H 1.884 -0.132 2.374
6 H 1.150 1.554 2.596
7 H 2.459 1.271 1.511
8 H 0.664 1.057 -0.013
9 H -0.265 -0.853 2.008
10 H -1.305 0.061 0.879
11 H 0.373 -1.673 -0.345
12 H -3.273 -0.643 -2.063
13 H -2.234 -0.823 -1.073
14 O -2.399 -0.301 -1.857
15 H -0.302 0.216 -2.758
16 H 1.178 0.812 -2.726
17 O 0.564 0.186 -2.304

***

C5H17FeO10P | the ωB97M-V functional and the def2-TZVPD basis

Properties
Expectation value of S²: 6.01
Charge: -2
Energy relative to the best compared isomer or geometry (same formula, charge and spin) (kcal per mole): 0.0
Maximum force (hartree/bohr): 0.07982
2S+1: 5
Gap between HOMO and LUMO (spin up / spin down) (eV): 3.05 / 3.04

Geometry (Å):
1 Fe -17.888 11.067 15.415
2 O -15.994 11.642 15.132
3 H -15.273 11.879 15.702
4 P -20.277 12.064 15.983
5 O -18.915 12.734 15.653
6 O -19.814 10.556 15.809
7 O -21.453 12.521 15.121
8 O -20.798 12.257 17.444
9 C -17.536 11.203 12.136
10 C -18.076 9.924 11.505
11 O -17.601 8.757 12.202
12 O -18.363 11.540 13.231
13 H -17.461 12.023 11.416
14 H -16.520 11.054 12.512
15 H -17.676 9.885 10.482
16 H -19.165 9.908 11.560
17 H -17.674 8.019 11.596
18 H -18.946 12.294 13.069
19 C -15.841 8.149 16.735
20 C -16.762 7.788 15.568
21 O -17.489 8.899 15.084
22 O -14.800 7.181 16.870
23 H -16.381 8.134 17.691
24 H -15.438 9.159 16.678
25 H -17.437 7.008 15.952
26 H -16.215 7.343 14.732
27 H -17.483 8.806 14.121
28 H -15.146 6.359 17.219
29 C -17.246 12.123 18.166
30 O -17.324 10.851 17.532
31 H -17.121 12.926 17.444
32 H -18.203 12.401 18.626
33 H -16.486 12.131 18.959
34 H -17.589 10.258 18.242

***

C9H10N4V | the ωB97M-V functional and the def2-TZVPD basis

Properties
Expectation value of S²: 2.06
Charge: -1
Maximum force (hartree/bohr): 0.09355
2S+1: 3
Gap between HOMO and LUMO (spin up / spin down) (eV): 5.39 / 7.15

Geometry (Å):
1 C -2.154 0.556 -1.261
2 C -2.274 -0.358 -0.180
3 C -1.239 -1.340 -0.295
4 C -0.503 -1.070 -1.483
5 C -1.103 0.076 -2.114
6 V -0.084 0.786 -0.253
7 N 0.786 1.552 -1.556
8 C -0.751 1.560 1.643
9 C -0.765 0.232 2.014
10 H -1.083 -2.203 0.349
11 H -3.067 -0.361 0.560
12 H 0.288 -1.684 -1.898
13 H -0.873 0.455 -3.095
14 H -2.781 1.418 -1.464
15 H -1.696 -0.252 2.341
16 H 0.076 2.237 1.900
17 H 1.267 2.039 -2.320
18 H 0.159 -0.284 2.336
19 H -1.652 2.084 1.276
20 N 1.377 -0.204 0.377
21 C 2.404 -0.791 0.452
22 N 3.313 -1.618 0.698
23 C 4.602 -1.455 0.879
24 N 5.755 -1.378 1.094

***

C3H7ClN2S | the ωB97M-V functional and the def2-TZVPD basis

Properties
Energy relative to the best compared isomer or geometry (same formula, charge and spin) (kcal per mole): 146.1
Maximum force (hartree/bohr): 0.06610
Gap between HOMO and LUMO (spin up / spin down) (eV): 7.50 / 7.52

Geometry (Å):
1 C -0.506 -0.077 -0.334
2 C 0.333 2.170 -0.133
3 C 0.719 -2.564 0.200
4 N -2.330 1.165 0.033
5 N 0.514 0.702 -0.190
6 S -0.763 -1.669 -0.393
7 Cl -3.681 0.351 -0.049
8 H 1.295 2.723 -0.551
9 H -0.653 2.390 -0.588
10 H 0.333 2.454 0.992
11 H 1.456 -1.907 -0.128
12 H 0.870 -3.566 -0.212
13 H 0.815 -2.678 1.298
14 H 1.597 0.506 0.056

***

C7H8O3 | the ωB97M-V functional and the def2-TZVPD basis

Properties
Energy relative to the best compared isomer or geometry (same formula, charge and spin) (kcal per mole): 118.3
Maximum force (hartree/bohr): 0.07850
Gap between HOMO and LUMO (spin up / spin down) (eV): 7.47 / 7.47

Geometry (Å):
1 C 0.691 -1.930 -0.714
2 C 1.793 -1.342 -0.043
3 C -0.636 -1.374 -0.596
4 C -0.879 -0.363 0.580
5 C 2.264 -0.262 0.581
6 C -0.661 1.052 0.138
7 C -1.822 1.913 -0.400
8 O -1.525 -1.545 -1.406
9 O 0.465 1.521 0.151
10 O 2.585 0.326 1.640
11 H 0.755 -2.889 -1.257
12 H 2.716 -1.794 -0.533
13 H -1.982 -0.378 0.877
14 H -0.210 -0.644 1.298
15 H -2.242 2.726 0.257
16 H -2.763 1.286 -0.716
17 H -1.559 2.507 -1.311
18 H 3.009 1.191 1.455

***

Q: Which of these has the lowest maximum force?
A: H28O14